# C23H25N5O6PdS

A molecular structure, C23H25N5O6PdS (ωB97M-V with the def2-TZVPD basis set, the Open Molecules 2025 dataset).

CARTESIAN COORDINATES (ANGSTROEM)
Pd -0.07977 0.83537 1.33531
O -1.77089 -2.81839 4.99072
C -1.73862 -3.53717 3.82575
C -2.09495 -4.88080 3.85173
C -2.07797 -5.65805 2.70046
C -1.69386 -5.07213 1.50638
C -1.33751 -3.73245 1.47975
C -1.34883 -2.91671 2.62141
C -0.95375 -1.50888 2.46767
O -0.53076 -1.14618 1.24802
N -1.02712 -0.68009 3.46451
N -0.75470 0.58488 3.08507
C -0.48069 1.61417 3.97754
C 0.05007 2.73790 3.42338
C 0.32076 3.99712 4.08342
C 0.84919 5.03823 3.40203
C 1.13756 4.92310 1.99619
C 0.85986 3.71937 1.39622
N 0.36941 2.65552 2.03603
H -2.05049 -3.41952 5.68697
H -2.39044 -5.32147 4.80125
H -2.36085 -6.70346 2.74809
H -1.67276 -5.64828 0.58923
H -1.03611 -3.26939 0.55219
H -0.73703 1.49327 5.02183
H 0.09200 4.08454 5.14027
H 1.05206 5.97172 3.91925
H 1.55838 5.74009 1.42753
H 1.05120 3.55912 0.33887
C -0.51316 3.02762 -5.75809
C -0.64820 1.72005 -5.02393
C -0.34796 0.51333 -5.64383
C -0.40899 -0.68153 -4.93783
C -0.79586 -0.66417 -3.60790
C -1.12260 0.52860 -2.97709
C -1.03594 1.71111 -3.68615
S -0.84324 -2.18269 -2.68239
O -0.24348 -3.17581 -3.54162
O -2.18409 -2.36356 -2.19940
N 0.10715 -1.98821 -1.40361
C 1.54540 -1.76117 -1.59839
C 2.11374 -0.69506 -0.66678
C 1.69341 0.71687 -1.10715
O 2.42673 1.26741 -1.93710
O 0.60379 1.19776 -0.63959
H -0.28298 2.86802 -6.81236
H 0.28809 3.62749 -5.32190
H -1.43237 3.61321 -5.69325
H -0.03540 0.50874 -6.68264
H -0.14514 -1.62554 -5.39450
H -1.36324 0.54258 -1.92383
H -1.23285 2.64877 -3.18003
H -0.33146 -1.63324 -0.55022
H 1.72568 -1.46470 -2.63528
H 2.06021 -2.71132 -1.43432
H 3.20105 -0.74333 -0.74880
H 1.81659 -0.91589 0.35954
N 3.83885 1.85843 1.16133
H 3.33042 2.64120 1.56184
H 3.70897 1.93432 0.15554
H 3.30352 1.03927 1.43267

## Properties
**Calculated total energy**: -2142.796443 Eh
**Energy above the lowest of the compared OMol25 structures with the same formula, charge and spin**: 12.2 kcal/mol
**LUMO energy**: 4.42 eV
**Frontier orbital gap**: 0.141 Eh
**HOMO**: 0.583 eV
**Total charge**: -2

---

# C4H12FInO4

A molecular structure, C4H12FInO4 (ωB97M-V with the def2-TZVPD basis set, the Open Molecules 2025 dataset).

CARTESIAN COORDINATES (ANGSTROEM)
In 1.85708 -2.35211 0.74208
F 0.21882 -3.86239 -1.00536
C 0.68564 2.27672 1.96453
C 2.02784 1.69987 1.47624
O 2.19726 0.34580 1.87057
O -0.45484 1.59102 1.49024
H 0.63455 3.29593 1.57859
H 0.69153 2.41390 3.05162
H 2.78513 2.31311 1.97402
H 2.08379 1.81795 0.39672
H 2.24784 0.32522 2.83796
H -0.32116 0.65736 1.70050
C -1.74039 -1.48706 -2.47975
C -1.29028 -1.13713 -1.01164
O 0.06744 -0.66480 -0.89761
O -2.27991 -0.39092 -3.12948
H -2.51480 -2.24356 -2.29402
H -0.86098 -1.87321 -2.99137
H -1.27279 -2.04774 -0.41326
H -1.88568 -0.36416 -0.51994
H 0.24711 -0.09756 -1.66553
H -3.12320 -0.21623 -2.67511

## Properties
**Calculated total energy**: -749.593966 Eh
**Energy above the lowest of the compared OMol25 structures with the same formula, charge and spin**: 81.0 kcal/mol
**LUMO energy**: -14.63 eV
**Frontier orbital gap**: 0.101 Eh
**HOMO**: -17.388 eV
**Total charge**: +2

---

# C27H32BF5N3O8P

2 unconnected molecules or ions with the total composition C27H32BF5N3O8P (ωB97M-V with the def2-TZVPD basis set, the Open Molecules 2025 dataset).

CARTESIAN COORDINATES (ANGSTROEM)
C -1.63567 -1.54846 6.45503
O -2.44077 -2.60490 5.97566
C -3.01511 -2.34846 4.70676
C -1.98741 -2.33902 3.56170
C -2.43983 -3.10805 2.31266
C -1.27552 -3.54586 1.39750
C -1.25432 -2.89681 0.00108
O -1.74288 -1.56815 -0.07717
C -1.10191 -0.54134 0.67670
C -0.16678 0.30522 -0.19919
N -2.17990 0.29400 1.19510
C 0.15109 -2.99769 -0.66124
O 0.84352 -4.16206 -0.24294
C 2.21405 -4.03706 0.16373
N 2.53703 -5.38834 0.58760
C 3.60505 -5.78002 1.01285
O 4.58459 -6.17924 1.46422
P 2.43338 -2.96822 1.70139
N 2.01328 -3.51395 3.10062
B 3.22677 -3.55678 -1.01409
O 3.59178 -2.23038 -1.15915
O 3.83863 -4.50642 -1.76117
C 0.06919 -3.01069 -2.20565
F -0.97647 -2.29507 -2.64314
F 1.20018 -2.42706 -2.71287
C -0.03672 -4.40502 -2.87944
F 1.10088 -5.07485 -2.81065
F -0.99643 -5.12018 -2.29527
F -0.34529 -4.26257 -4.15552
H -2.10421 -0.57199 6.25884
H -1.52439 -1.67336 7.53645
H -0.63478 -1.55363 5.99694
H -3.55394 -1.38783 4.75197
H -3.74329 -3.15202 4.55191
H -1.74846 -1.30019 3.30380
H -1.05792 -2.78463 3.94778
H -2.95946 -4.01113 2.65955
H -3.17180 -2.52805 1.73832
H -1.35739 -4.62313 1.21183
H -0.33001 -3.40487 1.92886
H -1.94447 -3.46617 -0.63464
H -0.52658 -0.99630 1.50149
H 0.85610 -0.08752 -0.23399
H -0.58056 0.35637 -1.21188
H -0.10503 1.31492 0.22071
H -3.05490 -0.21154 1.13725
H -2.01911 0.57778 2.15275
H 0.72754 -2.10181 -0.42096
H 1.83957 -1.74027 1.33715
H 3.79361 -2.63113 1.59397
H 1.59404 -4.43724 3.07652
H 2.86730 -1.59556 -1.11202
H 4.41406 -4.10606 -2.43010
O -1.13732 7.25655 -4.20987
C -0.53877 6.57496 -3.40608
C 0.84538 6.09177 -3.68241
C 1.45801 6.45535 -4.87534
C 2.74891 6.03446 -5.14531
C 3.43464 5.24902 -4.22501
C 2.82664 4.87808 -3.03797
C 1.53000 5.29540 -2.76285
C 0.89195 4.87276 -1.48302
O 1.47016 4.14478 -0.70381
C -0.48322 5.37271 -1.19683
C -1.09432 5.01287 -0.00182
C -2.36697 5.47287 0.28942
C -3.03515 6.29538 -0.61098
C -2.43412 6.65180 -1.80612
C -1.15823 6.19030 -2.10511
H 0.91163 7.06841 -5.57883
H 3.22492 6.31931 -6.07440
H 4.44579 4.92654 -4.43612
H 3.34441 4.26477 -2.31333
H -0.56140 4.37274 0.68764
H -2.84202 5.19025 1.21960
H -4.02858 6.65639 -0.37933
H -2.94264 7.28537 -2.51975

## Properties
**Calculated total energy**: -2679.841888 Eh
**LUMO energy**: -1.07 eV
**Frontier orbital gap**: 0.304 Eh
**HOMO**: -9.348 eV
**SMILES**: COCCCC[C@@H](O[C@@H](C)N)[C@@H](O[C@](N=C=O)([PH2]=N)B(O)O)C(F)(F)C(F)(F)F.O=C1c2ccccc2C(=O)c2ccccc21
**Total charge**: 0